This record from the Open Molecules 2025 dataset describes H7O4Y as an isolated structure in a non-equilibrium geometry. The level of theory is ωB97M-V/def2-TZVPD.

Structure (XYZ):
```
12
Properties=species:S:1:pos:R:3:mulliken_charge:R:1
Y 10.637 18.100 -3.950 2.166
O 9.035 17.736 -3.745 -0.977
H 8.322 17.072 -3.673 0.553
O 7.692 18.877 -4.934 -0.653
H 7.528 19.522 -4.247 0.382
H 8.269 18.231 -4.525 0.391
O 7.269 18.542 -1.974 -0.578
H 7.922 18.768 -1.312 0.302
H 7.745 18.005 -2.607 0.266
O 8.657 15.461 -3.395 -0.616
H 8.474 15.202 -4.298 0.383
H 8.725 16.415 -3.428 0.380
```

HOMO energy ... -19.4 eV
E_LUMO ... -12.16 eV
Total charge ... +2
Gap between HOMO and LUMO ... 7.19 eV